{
  "formula": "C9H10F15MgO17S5",
  "method": "wB97M-V/def2-TZVPD",
  "total_charge": -3,
  "orbital_gap_ev": 6.697,
  "relative_energy_kcal_mol": 64.7,
  "e_lumo_ha": 0.205,
  "spin_multiplicity": 1,
  "homo_ev": -1.114,
  "elements": ["Mg", "C", "F", "F", "F", "S", "O", "O", "O", "C", "F", "F", "F", "S", "O", "O", "O", "C", "F", "F", "F", "S", "O", "O", "O", "C", "F", "F", "F", "S", "O", "O", "O", "C", "F", "F", "F", "S", "O", "O", "O", "C", "O", "C", "C", "O", "C", "H", "H", "H", "H", "H", "H", "H", "H", "H", "H"],
  "positions_angstrom": [[0.391, -0.243, 0.437], [-3.515, -2.140, -0.583], [-4.083, -0.906, -0.703], [-4.414, -3.195, -0.454], [-2.870, -2.363, -1.703], [-2.244, -2.164, 0.930], [-1.638, -3.501, 0.855], [-1.263, -1.104, 0.568], [-3.035, -1.922, 2.144], [1.017, -3.743, -2.377], [1.630, -2.981, -3.315], [-0.313, -3.478, -2.374], [1.315, -5.002, -2.557], [1.651, -3.226, -0.564], [3.087, -3.385, -0.590], [1.156, -1.877, -0.237], [0.999, -4.286, 0.268], [0.396, -1.505, 5.053], [-0.904, -1.203, 5.114], [1.048, -0.439, 5.496], [0.751, -2.568, 5.858], [0.937, -1.930, 3.283], [2.390, -2.173, 3.423], [0.134, -3.123, 2.922], [0.699, -0.831, 2.321], [-2.447, 3.303, 0.724], [-3.363, 2.324, 0.578], [-2.086, 3.735, -0.475], [-2.953, 4.321, 1.443], [-0.967, 2.607, 1.759], [-1.596, 2.162, 3.035], [-0.450, 1.427, 1.033], [0.105, 3.621, 1.895], [4.129, 0.750, 2.257], [5.271, 1.410, 2.439], [4.447, -0.519, 2.033], [3.341, 0.748, 3.355], [3.205, 1.577, 0.725], [4.185, 1.613, -0.361], [2.055, 0.680, 0.424], [2.780, 2.890, 1.293], [-1.208, 4.093, -3.400], [-0.806, 2.938, -2.660], [-1.248, 1.700, -3.125], [-1.081, 0.667, -2.014], [0.197, 0.314, -1.484], [1.161, -0.005, -2.486], [-2.216, 4.474, -3.228], [-1.194, 3.980, -4.486], [-0.572, 4.940, -3.141], [-0.641, 1.515, -4.013], [-2.286, 1.697, -3.461], [-1.468, -0.314, -2.296], [-1.692, 0.968, -1.164], [1.284, 0.818, -3.192], [0.666, -0.776, -3.078], [2.129, -0.371, -2.147]]
}

{
  "formula": "C49H61O3PdSSbSe",
  "method": "wB97M-V/def2-TZVPD",
  "total_charge": -2,
  "orbital_gap_ev": 5.701,
  "e_lumo_ha": 0.147,
  "spin_multiplicity": 1,
  "homo_ev": -1.700,
  "elements": ["Pd", "C", "C", "C", "C", "C", "C", "C", "Se", "C", "C", "C", "C", "C", "C", "O", "C", "C", "C", "C", "C", "C", "C", "C", "C", "O", "C", "C", "C", "C", "C", "C", "H", "H", "H", "H", "H", "H", "H", "H", "H", "H", "H", "H", "H", "H", "H", "H", "H", "H", "H", "H", "H", "H", "H", "H", "H", "H", "H", "H", "H", "H", "H", "H", "H", "H", "H", "H", "H", "H", "H", "H", "C", "C", "C", "O", "H", "H", "H", "H", "H", "H", "S", "Sb", "C", "C", "C", "C", "C", "C", "C", "C", "C", "C", "C", "C", "C", "C", "C", "C", "C", "C", "H", "H", "H", "H", "H", "H", "H", "H", "H", "H", "H", "H", "H", "H", "H"],
  "positions_angstrom": [[13.308, 14.495, 12.957], [8.971, 19.629, 16.538], [8.147, 18.759, 15.599], [7.120, 17.955, 16.410], [7.306, 19.794, 14.696], [9.069, 17.831, 14.726], [10.165, 17.135, 15.333], [10.999, 16.345, 14.552], [12.569, 15.621, 15.441], [13.912, 17.061, 15.235], [14.134, 17.975, 16.243], [15.163, 18.886, 16.215], [16.017, 18.877, 15.138], [15.848, 18.026, 13.982], [14.705, 17.139, 13.993], [14.503, 16.466, 12.945], [16.777, 18.197, 12.738], [18.059, 18.909, 13.182], [16.108, 18.993, 11.628], [17.270, 16.847, 12.214], [15.328, 19.900, 17.322], [14.171, 20.956, 17.302], [16.585, 20.774, 17.130], [15.340, 19.271, 18.666], [10.793, 16.171, 13.164], [11.556, 15.432, 12.365], [9.618, 16.748, 12.572], [8.854, 17.655, 13.371], [9.295, 16.625, 11.105], [7.923, 17.308, 10.756], [9.130, 15.118, 10.878], [10.368, 17.344, 10.247], [8.243, 20.093, 17.254], [9.492, 20.397, 15.996], [9.799, 19.103, 17.126], [6.356, 18.699, 16.852], [7.675, 17.342, 17.230], [6.572, 17.245, 15.711], [6.839, 20.528, 15.364], [6.522, 19.292, 14.267], [7.819, 20.407, 13.931], [10.311, 17.091, 16.378], [13.538, 17.793, 17.067], [16.781, 19.627, 15.101], [17.890, 19.888, 13.612], [18.730, 19.082, 12.322], [18.690, 18.340, 13.855], [15.767, 19.976, 11.979], [15.220, 18.472, 11.153], [16.802, 19.162, 10.814], [17.446, 16.200, 13.065], [18.193, 16.963, 11.658], [16.539, 16.480, 11.531], [14.071, 21.317, 16.290], [14.342, 21.793, 17.925], [13.163, 20.618, 17.536], [16.385, 21.366, 16.187], [17.494, 20.182, 16.899], [16.632, 21.531, 17.975], [14.449, 18.646, 18.823], [15.344, 20.088, 19.401], [16.347, 18.739, 18.769], [7.953, 18.081, 12.874], [7.193, 16.655, 11.344], [7.535, 17.229, 9.720], [8.019, 18.387, 10.979], [8.390, 14.736, 11.631], [9.928, 14.476, 11.073], [8.669, 14.998, 9.825], [10.163, 18.394, 10.349], [10.398, 17.179, 9.135], [11.367, 17.088, 10.632], [14.115, 15.870, 9.505], [13.433, 14.816, 8.709], [12.638, 13.866, 9.470], [13.599, 14.813, 7.481], [14.962, 15.512, 9.998], [13.553, 16.202, 10.362], [14.266, 16.731, 8.937], [12.004, 13.266, 8.811], [12.077, 14.296, 10.269], [13.397, 13.139, 9.968], [12.741, 12.223, 12.376], [15.123, 12.900, 13.280], [16.274, 12.097, 11.667], [15.963, 12.470, 10.318], [16.734, 11.951, 9.272], [17.775, 11.057, 9.524], [18.032, 10.763, 10.858], [17.365, 11.303, 11.899], [16.973, 13.878, 14.504], [18.263, 13.933, 14.006], [19.335, 14.520, 14.743], [19.036, 15.041, 15.978], [17.767, 14.975, 16.515], [16.769, 14.364, 15.844], [15.066, 11.499, 14.957], [13.811, 11.095, 15.357], [13.608, 10.244, 16.466], [14.764, 9.651, 17.010], [16.059, 9.928, 16.483], [16.262, 10.898, 15.473], [15.090, 13.071, 10.044], [16.513, 12.294, 8.292], [18.300, 10.562, 8.704], [18.792, 10.021, 10.984], [17.671, 11.114, 12.878], [18.434, 13.647, 12.985], [20.364, 14.473, 14.354], [19.772, 15.520, 16.597], [17.591, 15.295, 17.545], [15.678, 14.512, 16.152], [12.991, 11.511, 14.853], [12.662, 9.988, 16.846], [14.538, 8.759, 17.627], [16.792, 9.244, 16.822], [17.269, 11.126, 15.094]]
}

{
  "formula": "C5H4I2",
  "method": "wB97M-V/def2-TZVPD",
  "orbital_gap_ev": 8.512,
  "relative_energy_kcal_mol": 5.3,
  "e_lumo_ha": -0.015,
  "spin_multiplicity": 1,
  "homo_ev": -8.907,
  "smiles": "C=C=C(I)/C=C\\I",
  "elements": ["C", "C", "C", "C", "C", "I", "I", "H", "H", "H", "H"],
  "positions_angstrom": [[-0.806, -0.692, 1.377], [-0.246, -1.646, 2.001], [-0.515, 1.661, 0.848], [0.771, 2.063, 0.586], [-1.280, 0.413, 0.880], [2.501, 0.758, 0.075], [-3.282, 0.603, -0.013], [0.260, -2.592, 1.573], [-0.532, -1.812, 3.031], [-1.201, 2.527, 1.077], [1.231, 3.017, 0.620]]
}

{
  "formula": "C4H14N3",
  "method": "wB97M-V/def2-TZVPD",
  "total_charge": 1,
  "orbital_gap_ev": 11.264,
  "relative_energy_kcal_mol": 48.1,
  "e_lumo_ha": -0.127,
  "spin_multiplicity": 1,
  "homo_ev": -14.731,
  "elements": ["C", "C", "N", "N", "N", "H", "H", "H", "H", "H", "H", "H", "H", "C", "C", "H", "H", "H", "H", "H", "H"],
  "positions_angstrom": [[1.480, -2.280, -0.170], [0.552, -0.267, -1.553], [1.137, -0.850, -0.430], [0.077, -0.885, -2.679], [0.421, 1.157, -1.554], [1.556, -0.207, 0.279], [-0.075, -1.917, -2.728], [0.401, -0.497, -3.633], [0.330, 1.699, -0.831], [-0.007, 1.503, -2.417], [1.221, -2.916, -1.058], [0.876, -2.576, 0.725], [2.592, -2.240, -0.096], [-1.862, 0.856, 2.379], [-0.770, 1.678, 1.718], [-1.621, -0.138, 2.481], [-1.968, 1.181, 3.311], [-2.717, 1.013, 1.736], [-0.944, 2.836, 1.826], [-0.882, 1.502, 0.559], [0.203, 1.348, 2.135]]
}